The following is a DFT calculation (wB97M-V/def2-TZVPD) of C9H50NO17Sr as an isolated structure in a non-equilibrium geometry.

Geometry as XYZ:
```
78
Properties=species:S:1:pos:R:3:forces:R:3
Sr 1.270 -1.920 3.623 -0.4 2.5 -2.3
O 0.903 2.713 1.929 0.1 -0.3 0.2
O -2.680 -1.280 -4.914 0.1 -0.1 0.2
O -2.161 1.790 -4.834 -0.1 0.1 -0.2
O -4.514 -3.810 2.004 0.0 0.0 0.0
O 3.456 -2.321 1.939 -0.7 -0.4 0.8
O 2.342 4.694 -2.052 0.0 -0.2 0.1
O -4.613 3.524 0.399 0.1 -0.2 0.0
O 3.688 4.361 1.588 0.1 -0.1 -0.2
O -0.189 4.976 -0.385 -0.2 -0.3 -0.1
O 1.879 -1.649 -5.094 -0.1 0.0 0.1
O 3.941 -4.007 -0.200 -0.1 -0.2 0.4
O 1.101 -0.377 1.582 0.1 -1.5 1.5
O -1.613 -3.957 -2.948 0.1 0.1 0.2
O -3.767 -1.541 4.042 -0.1 0.0 0.2
O 5.021 0.196 2.626 -0.1 -0.2 0.1
O 0.815 0.654 4.303 0.2 -0.2 0.2
O -1.209 -2.637 3.729 0.4 -0.4 0.6
N 0.411 0.139 0.485 0.0 1.6 0.7
C 0.420 0.701 -1.913 -0.1 0.0 -0.1
C -1.527 -1.453 0.571 -1.1 -0.5 -1.2
C 1.377 -1.490 -1.132 1.2 0.2 -0.4
C 1.176 -0.016 -0.764 -1.1 -0.2 -0.1
C -1.036 0.009 0.603 -0.4 -1.1 -0.7
C -1.690 0.729 -0.583 -0.1 0.0 -0.6
C -1.066 0.362 -1.927 1.0 -0.2 1.3
C 2.523 0.670 -0.583 0.6 0.4 0.3
C -1.606 0.626 1.886 0.6 -0.3 0.6
H 3.251 -2.569 1.010 0.3 0.1 0.3
H -2.626 -1.414 0.606 0.1 -0.1 0.8
H 1.997 -1.985 -0.383 -0.4 -0.1 0.2
H 3.077 5.199 -1.682 -0.1 0.0 0.0
H 1.159 -2.172 -5.467 0.1 0.1 0.0
H -3.703 3.222 0.501 -0.1 0.1 0.0
H 4.501 -0.581 2.378 0.1 0.1 -0.2
H 0.248 4.657 -1.187 0.2 0.2 0.1
H 5.920 -0.001 2.339 -0.1 0.1 0.0
H -2.210 1.901 -5.792 0.0 0.0 0.1
H 1.615 -1.485 -4.182 0.0 0.0 -0.1
H -2.695 0.689 1.855 0.0 0.2 -0.4
H 2.994 0.965 -1.525 -0.1 -0.4 -0.2
H -5.073 2.783 -0.011 0.0 0.1 0.0
H 2.574 3.771 -1.889 0.1 0.1 -0.1
H 0.893 1.796 1.589 0.0 0.1 -0.4
H -0.995 -0.729 -1.968 -0.9 0.0 -0.5
H 3.307 -4.735 -0.144 0.1 0.0 -0.3
H -1.410 -0.011 2.754 0.2 0.0 -0.1
H 0.616 1.774 -1.839 -0.1 0.0 -0.1
H -1.368 -3.555 3.992 -0.2 0.1 -0.1
H 4.786 -4.398 0.058 0.0 0.1 -0.2
H 2.031 -1.514 -2.013 -0.2 -0.1 -0.1
H -1.207 -3.136 -3.249 -0.2 0.0 -0.2
H 2.954 4.016 1.065 -0.1 0.0 0.3
H -4.390 -1.256 3.362 0.1 0.1 0.1
H -3.491 -1.174 -4.405 0.0 0.1 -0.1
H -2.413 2.650 -4.478 0.0 -0.1 0.0
H 0.233 3.174 1.405 0.2 0.1 0.0
H -4.224 -4.212 2.829 -0.1 0.0 0.0
H 1.029 1.307 3.605 -0.2 -0.2 -0.1
H -2.050 -2.170 3.936 0.0 0.1 -0.3
H 0.803 0.307 -2.859 0.4 0.4 0.0
H -1.126 -2.176 1.277 0.0 0.4 0.3
H -1.463 -1.951 -0.404 0.6 0.3 0.0
H -0.209 5.934 -0.487 0.0 -0.1 0.1
H -2.272 -0.404 -4.905 -0.1 0.1 0.1
H -2.743 0.448 -0.687 -0.1 0.1 0.6
H -1.160 1.593 2.121 -0.3 0.0 -0.1
H 0.463 1.173 5.037 0.1 -0.1 -0.1
H 3.914 -3.096 2.291 0.3 0.1 -0.4
H 3.240 0.083 -0.006 -0.1 -0.2 -0.1
H 0.478 -2.059 -1.344 -0.1 0.0 0.1
H -2.559 -3.784 -2.999 0.1 0.0 -0.1
H -1.643 0.771 -2.749 0.2 -0.1 -0.2
H -4.264 -1.480 4.869 0.1 0.0 -0.1
H -4.116 -2.936 2.004 0.1 -0.1 -0.1
H -1.631 1.809 -0.412 0.0 0.1 -0.1
H 3.864 3.666 2.231 0.0 0.0 0.0
H 2.442 1.607 -0.027 -0.4 0.0 0.1
```
Positions in Å, forces in eV/Å.

The calculation puts the HOMO-LUMO gap at 0.173 hartree. Its spin multiplicity is 1. Its charge is +1.